C9H16N2 | ωB97M-V with the def2-TZVPD basis set

Bonds (Å) are listed after each position.
Cartesian coordinates (Å):
1 C 0.454 -1.646 -2.648  C2 1.515, N10 1.452, H12 1.150, H21 1.106
2 C -0.559 -1.356 -1.560  C1 1.515, C4 1.603, H13 1.115, H14 1.181
3 C 0.237 -0.008 0.572  C4 1.533, C5 1.497, C9 1.633, H15 1.070
4 C -0.149 0.052 -0.911  C2 1.603, C3 1.533, N11 1.483, H16 1.079
5 C 0.969 1.275 0.812  C3 1.497, C6 1.493, C7 1.360
6 C 0.486 2.554 0.211  C5 1.493, H17 1.084, H18 1.164, H19 1.131
7 C 2.092 1.139 1.569  C5 1.360, H20 1.068, H22 1.080
8 C -1.737 -1.279 1.474  C9 1.508, H23 1.075, H24 1.090, H25 1.067
9 C -1.117 0.095 1.479  C3 1.633, C8 1.508, H26 1.118, H27 1.117
10 N 1.426 -0.596 -2.404  C1 1.452, N11 1.211
11 N 1.193 0.205 -1.525  C4 1.483, N10 1.211
12 H 0.113 -1.623 -3.746  C1 1.150
13 H -1.579 -1.208 -1.987  C2 1.115
14 H -0.882 -2.215 -0.816  C2 1.181
15 H 0.731 -0.911 0.864  C3 1.070
16 H -0.778 0.882 -1.192  C4 1.079
17 H 0.761 3.327 0.918  C6 1.084
18 H -0.677 2.535 0.147  C6 1.164
19 H 1.066 2.595 -0.760  C6 1.131
20 H 2.668 2.031 1.677  C7 1.068
21 H 1.005 -2.596 -2.521  C1 1.106
22 H 2.464 0.232 2.022  C7 1.080
23 H -2.026 -1.456 2.494  C8 1.075
24 H -0.997 -2.014 1.160  C8 1.090
25 H -2.667 -1.395 0.963  C8 1.067
26 H -0.791 0.376 2.510  C9 1.118
27 H -1.703 1.004 1.197  C9 1.117

Values from the calculation:
E_HOMO in eV: -8.43
Structure (SMILES): C=C(C)[C@@H](CC)[C@@H]1CCN=N1
Orbital gap in eV: 9.4
Electronic energy in eV: -12569.3534
Energy above the lowest of the compared OMol25 structures with the same formula, charge and spin in eV: 3.471
LUMO level in eV: 0.9343